Run one
C3H14N4 | ωB97M-V with the def2-TZVPD basis set

For the HOMO energy, the calculation gives -9.212 eV.

Structure (ORCA input):
```
! RIJCOSX wB97M-V def2-TZVPD def2/J DEFGRID3
* xyz 0 1
C -0.222 0.506 0.946
N -0.489 1.589 0.011
C -0.774 2.862 0.681
N -2.157 3.061 1.060
H -0.116 -0.448 0.432
H 0.649 0.620 1.610
H -1.034 0.391 1.671
H 0.335 1.737 -0.563
H -0.496 3.633 -0.042
H -0.200 3.041 1.598
H -2.768 3.016 0.250
H -2.463 2.322 1.686
N -0.067 -2.588 -1.553
C 0.963 -2.852 -0.548
N 2.263 -2.212 -0.702
H -0.172 -1.595 -1.694
H 0.259 -2.958 -2.438
H 0.583 -2.526 0.421
H 1.080 -3.932 -0.484
H 2.697 -2.462 -1.588
H 2.130 -1.205 -0.754
*
```

These are the natural (NBO) partial charges, in e, on atoms 1 to 2: -0.42, -0.63

***

Run two
C3H14N4 | ωB97M-V with the def2-TZVPD basis set

For the HOMO energy, the calculation gives -7.220 eV.

Structure (ORCA input):
```
! RIJCOSX wB97M-V def2-TZVPD def2/J DEFGRID3
* xyz 0 1
C -1.986 -0.777 0.373
C -1.629 0.570 -0.198
N -1.179 -1.847 -0.326
H -1.520 -2.778 -0.100
H -1.298 -1.724 -1.329
H -3.048 -1.058 0.284
H -1.709 -0.844 1.427
H -1.985 1.355 0.475
H -0.284 0.782 -0.294
H -2.125 0.715 -1.164
C 1.477 2.201 0.287
N 1.674 -0.465 0.679
N 1.147 0.944 -0.352
N 1.406 -1.642 0.149
H 2.679 -0.259 0.645
H 1.588 0.877 -1.271
H 0.101 -1.773 -0.069
H 2.036 -1.891 -0.625
H 1.146 3.056 -0.314
H 2.552 2.332 0.476
H 0.958 2.226 1.247
*
```

These are the natural (NBO) partial charges, in e, on atoms 1 to 2: -0.21, -0.79

***

The structure with the most favorable energy is run one; the runner-up is 98.8 kcal/mol above it.

***

Run one
C5H8FNO | ωB97M-V with the def2-TZVPD basis set

For the HOMO energy, the calculation gives -9.398 eV.

Structure (ORCA input):
```
! RIJCOSX wB97M-V def2-TZVPD def2/J DEFGRID3
* xyz 0 1
C -0.555 1.302 -0.875
C -0.984 0.516 0.323
C 0.127 0.031 1.173
C 1.242 -0.574 0.239
F 2.222 0.154 -0.307
C 0.391 -1.475 -0.524
N -0.848 -1.619 -0.493
O -1.749 -0.693 0.004
H 0.335 1.095 -1.547
H -1.300 1.673 -1.548
H -0.082 1.998 -0.358
H -1.972 0.970 0.774
H -0.189 -0.698 1.960
H 0.618 0.773 1.791
H 1.826 -1.344 0.597
H 0.918 -2.109 -1.211
*
```

These are the natural (NBO) partial charges, in e, on atoms 1 to 2: -0.67, 0.06

***

Run two
C5H8FNO | ωB97M-V with the def2-TZVPD basis set

For the HOMO energy, the calculation gives -9.886 eV.

Structure (ORCA input):
```
! RIJCOSX wB97M-V def2-TZVPD def2/J DEFGRID3
* xyz 0 1
O -1.138 -1.762 0.970
C -0.759 -0.928 -0.110
C -1.244 0.440 0.067
C -0.212 1.385 -0.512
F -0.572 1.343 -1.861
C 1.106 0.563 -0.390
N 1.366 -0.006 1.019
C 0.766 -0.805 -0.099
H -0.294 -1.699 1.678
H -1.168 -1.394 -1.048
H -2.254 0.680 -0.486
H -1.153 0.582 1.161
H -0.381 2.359 -0.072
H 1.988 1.109 -0.931
H 2.370 -0.373 1.061
H 1.580 -1.493 -0.447
*
```

These are the natural (NBO) partial charges, in e, on atoms 1 to 2: -0.71, 0.08

***

The structure with the most favorable energy is run two; the runner-up is 41.9 kcal/mol above it.

***

Run one
C7H14N | ωB97M-V with the def2-TZVPD basis set

For the HOMO energy (alpha / beta), the calculation gives -11.890 / -11.890 eV.

Structure (ORCA input):
```
! RIJCOSX wB97M-V def2-TZVPD def2/J DEFGRID3
* xyz 1 1
C 0.710 -0.480 0.208
C 2.050 -0.265 0.433
C -0.375 0.356 0.238
C 0.405 -2.020 0.163
C 2.964 0.367 -0.479
C -0.124 1.789 0.483
C -2.603 -0.203 -0.649
N -1.754 -0.005 0.584
H 1.342 -2.473 -0.122
H -0.388 -2.314 -0.404
H 0.317 -2.271 1.139
H 2.628 0.875 -1.466
H 3.771 -0.221 -0.621
H 3.545 1.216 -0.036
H 0.843 2.115 0.313
H -0.183 2.215 1.581
H -0.783 2.332 -0.242
H -2.502 0.604 -1.307
H -2.252 -0.886 -1.389
H -3.545 -0.550 -0.498
H -1.772 -0.896 1.100
H -2.292 0.716 0.970
*
```

These are the natural (NBO) partial charges, in e, on atoms 1 to 2: -0.11, 0.29

***

Run two
C7H14N | ωB97M-V with the def2-TZVPD basis set

For the HOMO energy, the calculation gives -11.081 eV.

Structure (ORCA input):
```
! RIJCOSX wB97M-V def2-TZVPD def2/J DEFGRID3
* xyz 1 1
C -1.833 0.825 -0.146
C -0.851 0.242 0.836
C 0.389 -0.274 -0.181
C 0.191 0.464 -1.454
C 1.636 -0.226 0.541
C 2.848 0.040 -0.106
C 4.052 -0.339 0.381
N -3.823 -0.586 0.496
H -2.217 1.811 0.149
H -1.250 0.849 -1.161
H -1.158 -0.743 1.191
H -0.292 0.641 1.682
H -0.332 -0.083 -2.226
H 0.642 1.430 -1.629
H 0.187 -1.351 -0.297
H 1.686 -0.849 1.435
H 2.769 0.446 -1.112
H 4.121 -0.652 1.418
H 4.896 -0.453 -0.283
H -2.924 0.148 -0.047
H -4.634 0.016 0.620
H -4.104 -1.355 -0.106
*
```

These are the natural (NBO) partial charges, in e, on atoms 1 to 2: -0.38, -0.37

***

Run three
C7H14N | ωB97M-V with the def2-TZVPD basis set

For the HOMO energy, the calculation gives -13.948 eV.

Structure (ORCA input):
```
! RIJCOSX wB97M-V def2-TZVPD def2/J DEFGRID3
* xyz 1 1
C -2.395 -0.770 -0.441
N -0.875 -0.491 -0.688
C 0.188 -1.432 -0.448
C 1.090 -0.432 0.372
C 2.591 -0.205 0.454
C 0.111 0.145 1.390
C -0.067 0.631 0.077
C -0.168 2.040 -0.381
H -2.546 -0.855 0.653
H -2.988 0.131 -0.834
H -2.622 -1.626 -0.991
H -0.816 -0.112 -1.706
H 0.634 -1.827 -1.477
H -0.069 -2.306 0.091
H 2.681 0.843 0.247
H 3.084 -0.703 -0.327
H 3.000 -0.529 1.434
H -0.649 -0.404 1.907
H 0.496 0.930 2.151
H 0.496 2.128 -1.176
H 0.074 2.729 0.401
H -1.250 2.116 -0.706
*
```

These are the natural (NBO) partial charges, in e, on atoms 1 to 2: -0.40, -0.38

***

Run four
C7H14N | ωB97M-V with the def2-TZVPD basis set

For the HOMO energy, the calculation gives -12.713 eV.

Structure (ORCA input):
```
! RIJCOSX wB97M-V def2-TZVPD def2/J DEFGRID3
* xyz 1 1
C -0.759 1.790 0.873
C -0.509 0.311 1.096
N 0.880 0.153 1.668
C -0.606 -0.534 -0.166
C -0.555 -2.022 0.110
C 0.810 -0.141 -1.257
C 0.549 -0.296 -2.708
C 0.640 0.928 -2.269
H -0.070 2.194 0.136
H -0.661 2.351 1.799
H -1.768 1.937 0.503
H -1.204 -0.075 1.851
H 0.957 0.564 2.606
H 1.536 0.623 1.029
H 1.115 -0.849 1.705
H -1.482 -0.257 -0.740
H 0.422 -2.342 0.476
H -1.310 -2.313 0.839
H -0.747 -2.575 -0.804
H 1.751 -0.432 -0.811
H 0.403 -0.990 -3.497
H 0.606 1.975 -2.439
*
```

These are the natural (NBO) partial charges, in e, on atoms 1 to 2: -0.63, -0.05

***

The structure with the most favorable energy is run three; the runner-up is 6.6 kcal/mol above it.

***

Run one
C7H14N | ωB97M-V with the def2-TZVPD basis set

For the HOMO energy, the calculation gives -12.748 eV.

Structure (ORCA input):
```
! RIJCOSX wB97M-V def2-TZVPD def2/J DEFGRID3
* xyz 1 1
C -0.426 1.740 1.015
C -0.274 0.399 1.744
C 0.007 0.109 0.263
C 1.465 -0.184 -0.016
C -3.483 -0.617 -1.382
C -2.429 -0.150 -0.249
C -1.084 -0.290 -0.552
N 4.596 -0.457 -0.619
H 0.560 2.180 0.948
H -1.424 2.050 0.896
H 0.538 0.494 2.509
H -1.112 -0.257 2.164
H 1.897 0.101 -1.010
H 1.942 -0.849 0.731
H -4.207 -1.310 -0.732
H -3.060 -1.232 -2.236
H -3.815 0.371 -1.730
H -2.832 0.240 0.682
H -0.691 -0.838 -1.449
H 5.372 0.165 -0.306
H 3.595 -0.286 -0.452
H 4.864 -1.380 -0.219
*
```

These are the natural (NBO) partial charges, in e, on atoms 1 to 2: -0.07, -0.46

***

Run two
C7H14N | ωB97M-V with the def2-TZVPD basis set

For the HOMO energy, the calculation gives -13.065 eV.

Structure (ORCA input):
```
! RIJCOSX wB97M-V def2-TZVPD def2/J DEFGRID3
* xyz 1 1
C 1.050 0.792 1.888
C -0.288 0.738 1.824
C -1.059 0.506 0.588
C -2.377 0.273 0.547
C -0.373 0.774 -0.744
C 0.307 -0.491 -1.276
C 1.558 -0.410 -2.090
N 0.599 -1.575 -0.178
H 1.535 0.922 2.845
H 1.638 0.819 0.974
H -0.824 0.871 2.760
H -2.785 -0.123 1.479
H -3.124 0.349 -0.232
H 0.448 1.486 -0.551
H -0.952 1.275 -1.513
H -0.585 -0.914 -1.787
H 2.533 -0.494 -1.597
H 1.714 -1.313 -2.709
H 1.528 0.301 -2.894
H 0.845 -1.080 0.695
H 1.269 -2.221 -0.594
H -0.230 -2.125 0.062
*
```

These are the natural (NBO) partial charges, in e, on atoms 1 to 2: -0.42, -0.20

***

The structure with the most favorable energy is run two; the runner-up is 118.9 kcal/mol above it.